Entry from the OMol25 dataset: the molecule C24H24N2O4 in a non-equilibrium geometry (wB97M-V/def2-TZVPD).

Its total energy is -1339.43069 a.u. The structure (SMILES) is CN(C)CCCN1C(=O)C(O)=C(C(=O)c2cc3ccccc3o2)[C@H]1c1ccccc1. Its spin multiplicity is 1.

Geometry as XYZ:
```
54
Properties=species:S:1:pos:R:3:lowdin_charge:R:1
O 2.5912 0.5214 0.1179 0.10
O 1.1512 -1.8064 2.3637 0.12
O -0.6716 -1.5782 -3.1096 0.09
O 1.7992 -1.0623 -1.8819 0.13
N -4.7241 1.0023 -2.1060 -0.28
N -1.5127 -1.7893 -0.9639 0.01
C 2.5577 -0.3946 1.1245 -0.15
C -3.9005 -1.0998 -1.1093 -0.15
C -2.8577 -2.2074 -1.2733 -0.12
C -1.4596 0.7426 0.8588 -0.03
C -4.9701 1.7318 -0.8794 -0.10
C 5.7931 1.1621 1.5652 -0.02
C -3.1433 0.0918 2.9559 -0.07
C -2.5073 -0.9104 2.2434 -0.03
C -0.5730 -1.5519 -1.8952 -0.39
C 0.4730 -1.3555 0.1606 -0.03
C 4.2609 2.1650 -0.6067 0.01
C 3.7774 1.1513 0.2083 -0.20
C 4.5257 0.6427 1.2944 -0.15
C 6.2696 2.1651 0.7532 -0.09
C 1.3746 -1.2387 1.3070 -0.28
C -4.5663 1.9142 -3.2204 -0.11
C -2.0957 1.7426 1.5715 -0.08
C 0.6971 -1.2679 -1.1670 -0.16
C -0.9867 -1.6792 0.3835 -0.16
C -3.5850 0.1068 -1.9925 -0.22
C 3.7008 -0.3555 1.8774 0.09
C 5.5156 2.6589 -0.3165 -0.08
C -1.6685 -0.5917 1.1854 -0.18
C -2.9430 1.4189 2.6179 -0.08
H -1.0934 -2.6351 0.9122 0.17
H -2.6963 0.6324 -1.6008 0.12
H -0.7895 0.9954 0.0493 0.12
H -4.4494 1.3423 -4.1394 0.08
H 6.3749 0.7816 2.3903 0.11
H 1.5386 -1.1274 -2.8208 0.13
H -3.1153 -3.0553 -0.6301 0.13
H -2.6617 -1.9452 2.5125 0.12
H -3.9507 -0.8031 -0.0620 0.09
H -3.4404 2.2004 3.1727 0.10
H -3.6958 2.5799 -3.1076 0.09
H -5.8428 2.3686 -1.0162 0.08
H 5.9290 3.4456 -0.9294 0.10
H -5.4621 2.5277 -3.3060 0.08
H 3.6758 2.5395 -1.4310 0.12
H -5.1779 1.0354 -0.0705 0.08
H -2.8398 -2.5417 -2.3148 0.13
H -4.1163 2.3629 -0.5847 0.08
H -3.3437 -0.2537 -2.9955 0.12
H 7.2468 2.5851 0.9394 0.10
H -3.7954 -0.1653 3.7772 0.10
H -4.8737 -1.4963 -1.4012 0.12
H 3.9120 -0.9733 2.7259 0.13
H -1.9257 2.7777 1.3137 0.11
```



Entry from the OMol25 dataset: C45H37Cl5HgOP2Si as an isolated structure (wB97M-V/def2-TZVPD).

Its total energy is -5238.92912 a.u. Its spin multiplicity is 2. As for the total charge: -1.

Geometry as XYZ:
```
92
Properties=species:S:1:pos:R:3:lowdin_charge:R:1
Hg -0.7778 1.3440 0.2892 0.53
Cl -2.7764 -2.8167 6.9519 0.62
Cl -1.1820 1.1626 3.6402 0.66
Cl 0.4494 -3.8877 2.7258 0.70
Cl -2.7277 0.2102 6.1777 0.65
Cl -1.1410 -4.8581 5.2372 0.64
P 1.1416 -0.8627 -1.4718 1.03
P -2.1701 -1.2339 0.0318 0.96
Si 1.4440 2.3943 1.0246 0.50
O 0.0668 -1.0388 2.1402 -0.20
C -0.4762 -1.4044 3.2143 -0.54
C -1.8677 -2.2795 5.5802 -0.75
C -4.3406 -2.4633 3.3186 -0.09
C 0.4073 5.4969 3.6073 -0.10
C -4.6029 -1.5403 -1.4301 -0.09
C 0.8817 5.2200 0.8944 -0.11
C -3.3060 -1.0320 -1.3960 -0.37
C 2.1065 -2.3318 -3.7314 -0.09
C -4.7757 -0.1318 2.9550 -0.09
C -1.8649 -0.9340 5.2079 -0.72
C 0.7812 4.2668 3.0847 -0.14
C -3.5850 -0.2500 -3.6670 -0.09
C 1.0803 -0.5007 -5.5445 -0.09
C 0.9223 -0.2986 -4.1779 -0.11
C 4.2547 -0.6930 1.1430 -0.08
C 4.7425 3.0861 -1.4436 -0.10
C 2.2642 -2.5407 -5.0917 -0.09
C 2.9973 -0.8152 0.5709 -0.11
C -1.6915 -2.9945 -0.2454 -0.35
C 4.1989 3.0881 -2.7206 -0.11
C 3.9272 2.8744 -0.3402 -0.11
C 2.8364 2.8787 -2.8858 -0.10
C -1.1882 -0.5090 4.0824 -0.60
C -0.6060 -3.1041 -1.3195 -0.29
C -0.4623 -2.7606 3.6770 -0.61
C -1.1481 -3.1816 4.8011 -0.72
C 1.4295 -1.2082 -3.2552 -0.38
C -4.9665 -1.2868 3.7019 -0.10
C -4.8735 -0.7624 -3.6908 -0.10
C -3.3267 -1.3314 1.4381 -0.38
C 5.2246 -0.3854 -1.0292 -0.10
C 0.5115 6.4543 1.4107 -0.11
C 0.2718 6.5967 2.7706 -0.11
C 5.3724 -0.4840 0.3465 -0.10
C 2.0275 2.6726 -1.7762 -0.15
C 2.8466 -0.7349 -0.8163 -0.37
C 1.0275 4.1012 1.7186 -0.36
C 1.7493 -1.6241 -6.0022 -0.10
C -3.5278 -2.4863 2.1922 -0.09
C -5.3833 -1.4037 -2.5683 -0.09
C -3.9589 -0.1528 1.8361 -0.13
C 2.5534 2.6662 -0.4812 -0.36
C 0.7449 -2.5494 -0.8332 -0.36
C 3.9689 -0.5047 -1.6079 -0.10
C -2.8103 -0.3771 -2.5212 -0.12
H -5.2399 0.7969 3.2626 0.10
H -6.3923 -1.7978 -2.5808 0.10
H 5.8074 3.2349 -1.3072 0.10
H 1.5630 -3.2316 -1.0732 0.08
H -2.5779 -3.5821 -0.5011 0.09
H 6.3525 -0.3856 0.7975 0.09
H 1.0687 5.1265 -0.1705 0.09
H -3.7854 0.7597 1.2748 0.08
H 6.0878 -0.1986 -1.6570 0.10
H -5.5771 -1.2633 4.5959 0.10
H -5.4842 -0.6566 -4.5791 0.09
H 0.9661 2.4918 -1.9189 0.06
H -0.4869 -4.1555 -1.5906 0.10
H -5.0054 -2.0372 -0.5541 0.10
H -0.9340 -2.6026 -2.2381 0.09
H 2.5229 -3.0441 -3.0287 0.10
H -0.0198 7.5582 3.1758 0.09
H 0.3989 0.5798 -3.8157 0.09
H 0.4089 7.3072 0.7501 0.09
H 3.8656 -0.4067 -2.6821 0.10
H 2.4046 2.8682 -3.8799 0.09
H -3.0351 -3.4119 1.9239 0.10
H 0.2209 5.5969 4.6700 0.10
H 0.6782 0.2181 -6.2477 0.10
H -1.8110 0.0440 -2.4855 0.06
H 2.2802 1.7546 2.0777 -0.02
H -3.1847 0.2581 -4.5359 0.10
H 4.8344 3.2466 -3.5837 0.09
H -1.2856 -3.3733 0.6951 0.03
H 1.8720 -1.7887 -7.0655 0.10
H -4.4637 -3.3628 3.9098 0.11
H 0.8822 3.4171 3.7515 0.07
H 0.7300 -2.4442 0.2548 0.03
H 2.1303 -0.9575 1.2098 0.08
H 4.3542 -0.7524 2.2199 0.10
H 2.7911 -3.4182 -5.4460 0.10
H 4.3700 2.8531 0.6496 0.10
```



Entry from the OMol25 dataset: a 2-piece molecular cluster, C3HClF3N2O overall in a non-equilibrium geometry (wB97M-V/def2-TZVPD).

Its total energy is -1059.04976 a.u. Its spin multiplicity is 1. As for the total charge: +1.

Geometry as XYZ:
```
11
Properties=species:S:1:pos:R:3:lowdin_charge:R:1
Cl -0.0371 -1.7018 3.0378 1.25
F 0.9542 -0.6264 0.6749 -0.03
F -0.9378 -0.8638 -0.4068 0.18
F 0.8410 -1.6256 -1.2751 0.17
O -0.9744 0.6419 2.1935 0.31
N -0.3731 1.3955 -1.8192 -0.05
N -1.1351 1.7385 -2.5438 0.30
C 0.3061 -0.5955 -0.6197 -0.59
C 0.5131 0.7849 -1.1150 -0.03
C -0.5123 -0.3450 2.5766 -0.62
H 1.3554 1.1972 -0.7031 0.10
```



Entry from the OMol25 dataset: a 2-piece molecular cluster, C3H6F2NS overall in a non-equilibrium geometry (wB97M-V/def2-TZVPD).

Its total energy is -770.19606 a.u. Its spin multiplicity is 1. As for the total charge: +1.

Geometry as XYZ:
```
13
Properties=species:S:1:pos:R:3:lowdin_charge:R:1
S 1.6039 -2.0943 0.0026 1.10
F 0.6814 -2.8846 -1.0164 -0.44
F -0.8854 1.7741 0.4010 0.18
N 0.4188 -0.0403 0.2719 -0.04
C -0.6193 0.6152 -0.1552 -0.34
C -1.5472 0.1610 -1.1959 0.04
C 1.2683 0.4858 1.3073 -0.12
H -2.3177 -0.4779 -0.7525 0.12
H 2.3070 0.4600 0.9770 0.09
H -1.0381 -0.4173 -1.9644 0.10
H 1.0132 1.5194 1.5533 0.11
H 1.1684 -0.1196 2.2087 0.10
H -2.0533 1.0185 -1.6376 0.11
```



Entry from the OMol25 dataset: a 8-piece molecular cluster, C26H58NO17 overall in a non-equilibrium geometry (wB97M-V/def2-TZVPD).

Its total energy is -2359.04105 a.u. Its spin multiplicity is 1. As for the total charge: -1.

Geometry as XYZ:
```
102
Properties=species:S:1:pos:R:3:lowdin_charge:R:1
O -1.5270 7.3753 20.9822 0.06
O -1.9392 9.6431 20.6165 0.08
O 1.2058 6.0555 5.9963 0.03
O 3.5314 7.5484 19.1646 -0.02
O 2.5314 11.3390 10.3919 -0.39
O -1.6628 14.1603 14.1052 0.03
O 3.1452 7.0342 16.9142 0.07
O 5.1655 1.9625 10.0796 0.00
O -2.5001 12.5867 12.7075 0.16
O 1.2340 7.7793 4.6869 -0.02
O -2.1672 7.3350 11.5184 -0.38
O 5.7091 1.1016 11.9863 0.00
O -1.9205 8.0854 19.0631 0.02
O 0.1527 7.9978 6.7187 0.09
O 4.5330 3.0594 11.9824 0.12
O -3.6068 13.5841 14.3451 0.00
O 2.5979 5.6639 18.6641 0.04
N 2.0989 7.4795 12.6805 0.35
C -2.8709 6.1954 11.9792 -0.68
C 5.0090 11.4160 11.1649 -0.12
C 3.1541 6.7351 18.1258 -0.53
C -1.1678 7.5207 22.3363 -0.21
C -0.3571 14.1846 13.6029 -0.18
C 5.9165 1.1587 13.3828 -0.22
C 1.1015 3.9075 18.8113 -0.08
C -0.5233 4.4267 6.2716 -0.07
C 5.9152 0.8607 9.5092 -0.04
C 3.8101 11.9356 10.2544 -0.67
C -4.9062 12.9614 14.0816 -0.01
C 0.7952 7.3115 5.8778 -0.54
C 5.0614 2.1116 11.4246 -0.57
C 1.0051 9.1750 4.3966 -0.04
C 0.5441 5.2494 6.9633 -0.22
C -2.5810 13.4193 13.5639 -0.67
C 3.8460 13.4773 10.0984 -0.11
C 3.8380 8.9729 19.0450 -0.03
C -1.7781 8.4469 20.2923 -0.63
C 1.6128 4.9640 17.8998 -0.23
C -1.5883 6.2312 23.0422 -0.07
C -4.3208 6.2022 11.6230 -0.15
C -2.2837 4.7101 11.8071 -0.09
C 7.1911 1.8885 13.7959 -0.06
C -1.6511 9.0710 18.0421 -0.01
C 0.4562 13.3281 14.6217 -0.05
H 4.6833 13.6652 9.4263 0.05
H 5.9109 0.0987 13.6367 0.12
H 4.2691 9.3461 18.1161 0.09
H 0.0285 15.2026 13.5482 0.12
H -1.1472 5.3043 22.6756 0.07
H -0.0786 7.5516 22.3652 0.13
H 1.2874 4.5656 7.3732 0.12
H 3.0226 9.6891 19.1457 0.08
H 5.9546 11.8028 10.7849 0.04
H 5.5159 0.7289 8.5036 0.10
H 5.0483 10.3269 11.1833 0.04
H -2.5722 9.5400 17.6959 0.10
H 5.6926 -0.0476 10.0693 0.09
H 4.8027 11.8994 12.1199 0.04
H -4.8123 7.1591 11.7986 0.06
H -0.0732 3.8717 5.4485 0.07
H 7.3293 2.8377 13.2783 0.09
H 1.3193 9.3937 3.3760 0.09
H -4.7339 11.8920 13.9602 0.10
H 0.2200 12.2703 14.5057 0.07
H -5.3763 13.3178 13.1651 0.09
H 2.0094 4.5214 16.9861 0.13
H 0.1532 5.7558 7.8459 0.13
H 0.4483 3.2183 18.2762 0.09
H 2.9392 13.8468 9.6197 0.06
H -2.9615 6.4882 13.0252 0.08
H -2.6996 3.8910 12.3937 0.04
H -1.2413 5.1226 5.8378 0.08
H -5.6734 13.1943 14.8200 0.08
H 0.5750 4.3785 19.6414 0.08
H -1.0472 9.9054 18.3987 0.09
H 0.7243 5.5270 17.6137 0.13
H -1.3749 6.3458 24.1050 0.07
H -2.6568 6.0161 23.0330 0.08
H -2.3023 4.4099 10.7595 0.05
H -1.0883 8.6486 17.2097 0.09
H 1.5372 13.4422 14.7018 0.07
H -0.3238 13.6671 12.6442 0.13
H -1.5234 8.4238 22.8324 0.13
H 2.4042 8.3214 12.2133 0.13
H 5.1361 1.5494 14.0357 0.12
H 3.9196 14.0202 11.0407 0.05
H -1.3192 4.7022 12.3149 0.03
H 8.1401 1.3530 13.7677 0.07
H 2.7771 6.8479 12.2790 0.15
H -4.9058 5.4245 12.1139 0.05
H -0.9188 3.6147 6.8819 0.08
H 2.1783 7.6373 13.6749 0.14
H 4.1579 11.5405 9.3000 0.07
H -0.0175 9.4989 4.5903 0.09
H 1.9464 3.3374 19.1977 0.08
H 1.1196 7.3775 12.4553 0.14
H 1.6495 9.7303 5.0781 0.10
H 7.0926 2.0248 14.8728 0.08
H -4.5268 5.9203 10.5904 0.05
H 4.4247 9.1248 19.9510 0.09
H 7.0049 0.8597 9.5330 0.09
H 0.1138 13.5919 15.6223 0.06
```



Entry from the OMol25 dataset: the molecule C3H3N3O2 in a non-equilibrium geometry (wB97M-V/def2-TZVPD).

Its total energy is -430.69876 a.u. The structure (SMILES) is N#C[C@@H]1ON=CNO1. Its spin multiplicity is 1.

Geometry as XYZ:
```
11
Properties=species:S:1:pos:R:3:lowdin_charge:R:1
O 0.2465 -0.6673 1.2367 -0.03
O 0.3246 1.4139 0.3213 -0.04
N -2.2527 -0.3941 -0.8946 0.20
N 1.1191 0.9189 -0.7869 0.11
N 0.6975 -1.2901 0.0147 0.03
C -0.4886 0.4521 0.8310 -0.41
C 1.2550 -0.3262 -0.8285 -0.22
C -1.4498 0.0835 -0.1938 -0.12
H 1.9527 -0.6989 -1.6584 0.16
H 1.5054 -1.9430 0.2917 0.18
H -0.8729 0.7698 1.7180 0.14
```



Respective energy relative to the best compared isomer or geometry (same formula, charge and spin) values: 167.2, 0.0, 0.0, 111.0, 702.9, 583.4 kJ/mol.